(1)
90
Properties=species:S:1:pos:R:3:forces:R:3:lowdin_charge:R:1 method="wB97M-V/def2-TZVPD" largest_force_ha_per_bohr=0.1012 charge=0 lumo_energy_ev=0.1 total_energy_ev=-118315.94981
S -2.8310 -0.6792 4.5964 -0.2788 0.4831 1.0528 0.771
S 0.7405 -2.6537 -4.3755 -1.4010 1.0142 -4.9066 0.777
S 2.6964 -3.0423 1.9585 0.7855 1.4779 1.9910 0.778
S -3.7637 -1.6937 0.2101 -1.3089 1.3460 0.7841 0.774
P 0.3455 0.5088 -0.6825 1.0318 0.8751 0.0460 0.172
Na -0.1424 -2.5813 -0.7966 0.1796 0.2074 0.2616 0.443
F 1.2052 -0.6479 -1.4124 0.4534 -1.7850 0.1985 -0.179
F -0.9189 -0.3391 -1.0867 -2.1234 0.0459 -1.6515 -0.144
F 0.4776 1.3120 -2.1296 -1.1700 -0.0597 0.8749 -0.169
F -0.5550 1.6768 -0.0285 0.6227 -0.0193 -0.6804 -0.128
F 0.2000 -0.3033 0.7363 1.1763 0.0929 0.0931 -0.163
F 1.7691 1.1006 -0.2897 -0.0073 1.0615 1.2118 -0.130
O 2.5965 -4.1532 2.9153 -0.0510 0.7089 -1.6497 -0.353
O -4.9792 -2.4177 0.6309 2.2149 0.0366 -0.4921 -0.336
O -3.3791 0.6894 4.3146 1.1461 -2.7454 -0.1632 -0.390
O 1.6495 -2.7763 0.9561 1.1065 -0.7415 0.9107 -0.360
O 0.5899 -3.1221 -3.0372 0.3392 -0.6435 1.8272 -0.356
O -2.3701 -2.1977 0.3058 -2.0210 0.0986 0.1155 -0.367
O 1.3564 -3.5523 -5.4169 -1.0920 2.4538 2.7219 -0.351
O -3.7607 -1.8482 4.5596 1.9167 2.3257 0.2554 -0.360
N 4.8235 1.2442 -1.8226 0.1565 1.9213 0.5430 0.011
N -2.7878 7.1135 -2.1558 -1.0336 1.1328 -3.7363 0.154
C 0.3700 -0.1473 -5.5308 1.0325 -0.7489 -0.3513 -0.186
C -1.0255 -2.1405 -4.9204 0.1956 -1.2093 -1.1671 -0.195
C 1.2744 -0.8259 -4.4375 -1.7389 -0.6194 -0.6117 -0.168
C 5.1983 -2.1624 2.3273 0.8315 0.1451 0.8388 -0.229
C 6.4566 0.1120 -2.7725 1.3399 0.9057 0.7652 -0.123
C -3.2713 4.1756 0.3349 0.7282 0.2750 -1.2320 -0.080
C 6.1577 1.2166 -1.9503 1.9423 -1.2581 -0.0858 -0.136
C -1.8741 -0.4850 6.2666 0.1005 -0.5841 -1.8399 -0.170
C -4.0926 -1.1162 -1.4918 0.9430 0.2422 -0.3413 -0.203
C -2.1220 6.4038 0.2000 0.1648 1.2787 0.0007 -0.224
C 4.3110 0.3551 -2.6285 -2.8052 -2.7570 -1.3853 -0.186
C 4.4694 -2.8757 1.2143 -2.9319 0.0473 0.6960 -0.168
C -0.6335 -1.4187 6.0017 -0.4013 0.3318 0.8702 -0.211
C -1.2501 -1.1604 3.6571 -0.3958 0.7801 -0.3749 -0.196
C 2.9570 -1.4825 3.0840 -0.6125 0.4610 -1.7306 -0.198
C -4.4277 0.4111 -1.4483 -1.6870 -1.9084 -1.1976 -0.203
C -1.8963 4.9366 0.4139 -1.3052 -0.8384 1.2303 -0.226
C 4.3401 -0.8882 2.7291 -0.2005 -2.1047 -0.8378 -0.169
C -1.0842 -0.6655 -5.3413 0.3511 0.0342 1.5659 -0.199
C -5.0189 0.6617 -0.0766 1.7242 0.7091 1.1975 -0.205
C 5.2706 -0.4318 -3.2667 -1.3191 0.8472 1.4600 -0.088
C -4.0124 0.0138 0.9535 0.0077 0.4882 -1.2046 -0.168
C -2.5106 6.7674 -1.1281 0.4745 -1.0339 2.2082 -0.277
C -0.0224 -1.1704 4.6031 -2.5389 0.6417 -0.1330 -0.203
H 2.7577 -1.6253 4.1461 0.4666 -0.7560 -0.1888 0.087
H -1.3616 -2.6969 -5.7954 0.8803 -0.4603 -0.2797 0.091
H 0.9199 -0.3298 -6.4540 -0.8694 -0.3438 -0.6014 0.107
H 4.2357 -2.1773 0.4107 0.3574 -0.2171 -0.3928 0.095
H -1.8450 -0.4695 -6.0969 0.6395 -0.2835 -0.6398 0.114
H 5.3831 -2.7936 3.1965 -0.4733 -0.2774 0.0912 0.113
H -1.7216 -2.5727 -4.2015 0.1727 0.7737 0.6900 0.083
H 6.2218 -1.9873 1.9956 -0.0547 0.6881 -0.2177 0.113
H -3.3206 3.1116 0.5665 0.6829 0.1127 0.4618 0.043
H 0.8196 -0.3894 -3.5483 1.1204 -0.4500 0.6136 0.058
H 4.2834 -0.3438 1.7865 -0.2363 0.5222 0.2625 0.104
H 4.6705 -0.2525 3.5506 0.4676 -0.2601 -0.2197 0.115
H -6.0426 0.3307 0.0986 0.1595 -0.2782 -0.3601 0.123
H 5.0321 -1.3662 -3.7530 0.3488 0.2211 -0.2759 0.091
H -3.6974 1.0949 -1.8810 0.6273 -0.2058 0.9711 0.118
H -1.1430 -0.3443 2.9424 -0.1187 -0.2879 -0.3449 0.079
H -1.5117 -0.0958 -4.5161 0.3033 0.1705 0.3955 0.100
H 2.1706 -0.8084 2.7444 -0.0773 0.0248 -0.1438 0.073
H -1.1930 4.5659 -0.3318 0.0152 -0.2040 0.2809 0.112
H -1.2310 7.0186 0.3278 0.3534 -0.2667 0.4773 0.125
H 7.4468 -0.3129 -2.8459 0.0694 0.2681 -0.3908 0.086
H 6.8209 1.8760 -1.4101 -0.1100 -0.1049 -0.0426 0.102
H -4.9090 -1.7280 -1.8754 -0.1261 0.1362 0.2848 0.103
H -1.3973 -2.1165 3.1549 -0.3816 0.1673 0.0654 0.100
H -1.5053 4.8682 1.4291 0.3754 -0.3889 -0.1311 0.106
H -4.3104 0.1283 1.9957 -0.2016 -0.9165 -0.0426 0.084
H 4.6675 -3.8922 0.8746 0.6042 0.2658 0.1619 0.106
H 0.3698 -0.1558 4.5334 0.4606 -0.1098 0.3168 0.116
H -1.5869 0.5526 6.4369 -0.0671 0.1113 -0.6346 0.089
H 4.2400 1.8764 -1.2936 0.3191 0.0413 -0.0886 0.158
H -2.6357 -0.6890 7.0192 0.4241 -0.7620 0.1228 0.090
H -3.4779 4.1932 -0.7352 -0.5775 0.1033 -0.1399 0.068
H -2.8804 6.8743 0.8257 -0.0325 -0.3942 0.4816 0.127
H -1.0267 -2.4305 6.1013 0.4207 -0.2178 -0.0935 0.114
H -4.9940 1.7468 0.0240 -0.2198 0.0318 0.5832 0.093
H -5.2437 0.5380 -2.1597 -0.1886 -0.0437 -0.1767 0.108
H 0.7056 -1.8963 4.2408 -0.2303 -0.0277 0.4611 0.087
H 0.3821 0.9396 -5.4485 0.1304 -0.0472 0.4767 0.114
H 3.2414 0.2270 -2.5512 -0.0592 -0.1399 -0.4021 0.088
H -4.0934 4.6692 0.8533 0.2089 0.1712 0.1034 0.078
H -3.2101 -1.3620 -2.0826 0.0842 0.1467 0.0508 0.074
H -3.0683 0.5526 0.8738 0.2685 -0.1423 -0.2177 0.084
H 2.3494 -0.8033 -4.6164 -0.1962 0.3740 0.3469 0.095
H 0.1626 -1.2454 6.7257 -0.2815 -0.1565 0.3777 0.106

***

(2)
75
Properties=species:S:1:pos:R:3:forces:R:3:lowdin_charge:R:1 method="wB97M-V/def2-TZVPD" largest_force_ha_per_bohr=0.0141 smiles="CCCCCC[C@H]1CC[C@H](C(=O)N[C@@H](CCSC)C(=O)N[C@H](C(=O)OC)C(C)C)CC1" charge=0 lumo_energy_ev=0.6 total_energy_ev=-47610.46455
S 1.8824 -4.8433 -0.3248 -0.0069 -0.3167 0.2626 0.831
O -0.2050 -1.1522 1.6451 0.2760 -0.2278 0.4156 0.078
O -0.1077 -4.7645 -4.0627 -0.0481 0.0932 0.2188 -0.061
O 0.8631 -4.5446 -6.0686 0.0470 -0.0263 -0.0982 0.131
O -0.2251 -1.2037 -3.1237 -0.2668 0.2240 -0.2734 0.079
N -0.7214 -1.0160 -0.5347 0.0852 -0.0083 -0.5016 0.107
N 1.2432 -2.9123 -2.8865 0.4108 -0.0724 -0.3117 0.112
C 0.5769 6.4335 5.0627 -0.2953 -0.0627 0.1790 -0.277
C 3.5754 -4.5282 -3.8990 -0.0933 0.1649 -0.2414 -0.050
C -1.5765 0.7063 0.9141 0.3403 -0.0435 0.4135 -0.242
C 0.3148 -4.2739 0.4136 0.2491 -0.1839 -0.2669 -0.458
C 0.4193 6.4315 6.5783 0.1543 0.0266 -0.2087 -0.120
C -0.9364 -5.7910 -4.5958 -0.1002 -0.2136 -0.3102 -0.039
C -0.5789 6.1269 2.8350 -0.3564 0.0657 0.0816 -0.221
C 3.8268 -2.0332 -4.0752 -0.1328 -0.1698 -0.1589 -0.058
C 0.7481 -4.1988 -4.9245 0.0048 0.1501 0.0395 -0.455
C 0.1057 -2.1286 -0.9259 -0.1955 0.0293 0.1554 -0.221
C -0.7430 6.1409 4.3528 0.4424 0.0453 -0.2667 -0.234
C 1.5415 -3.0630 -4.2853 -0.0476 0.1579 -0.2671 -0.186
C -1.8995 5.9704 2.0797 0.0765 -0.1210 0.0257 -0.210
C -2.0299 0.8681 2.3630 -0.2343 -0.0367 -0.1741 -0.153
C 1.2853 -6.2955 -1.2434 0.0425 0.4616 0.2841 -0.367
C -0.5428 -3.4853 -0.5626 0.0642 -0.0258 0.1756 -0.179
C -1.4524 3.2123 0.7040 0.3342 -0.0456 0.2840 -0.156
C 0.3484 -2.0230 -2.4322 0.1909 -0.0384 0.5540 -0.428
C -2.7709 2.1861 2.5544 0.3704 -0.0407 0.1036 -0.163
C -0.7705 -0.5712 0.7396 -0.5002 0.2233 -0.4746 -0.460
C 3.0471 -3.2531 -4.5541 -0.0685 0.0532 0.1147 -0.359
C -1.8992 3.3798 2.1563 -0.5289 0.1397 -0.1503 -0.341
C -0.7007 1.8984 0.5107 -0.2599 0.0940 -0.2270 -0.141
C -2.6722 4.6836 2.3812 0.2882 0.0370 -0.0387 -0.183
H -0.8011 4.0374 0.4126 -0.0347 0.0755 -0.0788 0.110
H 0.1992 1.8984 1.1303 0.0783 -0.0312 0.0041 0.132
H -2.5466 6.8155 2.3298 0.0016 0.0656 -0.0780 0.110
H -1.6674 -6.0283 -3.8266 0.0547 0.0190 -0.0065 0.094
H -0.1198 7.0693 2.5236 0.0896 -0.0261 -0.0156 0.113
H -0.3378 -6.6708 -4.8411 -0.0643 0.0465 0.0108 0.100
H 0.9542 7.4063 4.7386 0.0597 -0.0109 -0.0724 0.107
H 2.1550 -6.7578 -1.6983 0.0433 -0.0780 -0.0819 0.032
H -3.0751 2.2840 3.5988 -0.0813 0.0342 0.0090 0.117
H -3.5665 4.6716 1.7519 -0.0903 -0.0556 0.0375 0.118
H 3.5440 -4.4601 -2.8135 0.0159 -0.0042 0.1658 0.057
H -1.4334 -5.4406 -5.5016 0.0100 -0.0583 0.0768 0.100
H 0.0673 5.4619 6.9240 -0.0441 -0.0865 0.0913 0.070
H -1.1195 5.1749 4.6931 -0.1074 -0.0485 0.0777 0.108
H 0.5901 -3.6415 1.2574 -0.0492 -0.0221 0.0331 0.070
H 1.2004 -2.1419 -4.7787 0.0666 -0.2159 0.0289 0.167
H -0.2040 -5.1594 0.7806 -0.0181 0.0273 0.0904 0.079
H 0.8191 -6.9889 -0.5492 -0.0210 -0.1048 -0.0112 0.037
H 4.8826 -2.1509 -4.3046 0.1285 0.0206 -0.0019 0.079
H -1.4775 6.9013 4.6295 -0.1078 -0.0021 0.0533 0.119
H -1.6965 6.0278 1.0084 -0.0589 0.0725 -0.0500 0.101
H -1.1509 0.8321 3.0086 0.0071 -0.0562 0.0253 0.123
H -2.4510 0.6673 0.2554 0.0114 -0.0034 -0.0227 0.153
H 3.7199 -1.9116 -2.9998 0.0232 0.0505 0.1244 0.079
H 1.0684 -2.0495 -0.4019 -0.0931 -0.0146 -0.1251 0.152
H -0.3007 7.1862 6.8878 -0.0765 0.0650 0.0886 0.070
H 3.1543 -3.3505 -5.6388 -0.0584 0.0074 0.0889 0.142
H -1.0110 3.3770 2.7954 0.0879 -0.0197 0.0447 0.139
H 2.9956 -5.3919 -4.2172 -0.0206 -0.1928 -0.0021 0.082
H 1.3150 5.6812 4.7743 0.0604 0.0272 -0.0708 0.109
H 1.3692 6.6443 7.0634 0.0445 0.0124 0.1378 0.066
H -0.7314 -4.0682 -1.4672 -0.0451 -0.0474 0.0233 0.100
H -1.1178 -0.4955 -1.3075 0.0264 0.0530 0.1318 0.136
H -3.0108 4.7086 3.4191 -0.1029 -0.0274 0.0426 0.108
H -3.6781 2.1848 1.9442 -0.1082 0.0611 -0.0140 0.122
H -2.3298 3.2303 0.0524 -0.0832 0.0671 -0.0639 0.128
H -0.3899 1.7988 -0.5322 0.0807 -0.0088 0.0195 0.117
H 4.6095 -4.6896 -4.1931 0.1017 -0.0655 0.0213 0.085
H 1.6503 -3.5732 -2.2318 -0.0916 0.0924 0.1210 0.045
H -2.6746 0.0312 2.6400 0.0663 -0.0422 0.0628 0.122
H 0.1070 5.3264 2.5524 0.1214 -0.0242 -0.0327 0.106
H 0.5832 -5.9855 -2.0112 -0.0553 -0.0767 -0.1166 0.012
H 3.4666 -1.1303 -4.5616 -0.0111 0.1516 -0.0263 0.083
H -1.5054 -3.2870 -0.0871 0.0020 0.0414 -0.0788 0.125